1.
Density functional theory data (ωB97M-V with the def2-TZVPD basis set) for the ion C5H9N6 with charge +1.

Last column: natural (NBO) charge in e.
CARTESIAN COORDINATES (ANGSTROEM)
C 0.42422 -1.63434 -0.51792  -0.43
N -0.00682 -0.28600 -0.89758  0.05
N -1.29987 -0.21318 -1.34462  -0.61
N 0.95751 0.12201 -1.89482  -0.29
C 1.57840 1.18322 -1.50233  0.30
N 1.15613 1.58788 -0.29013  -0.38
C 1.31132 2.41625 0.76098  0.24
N 0.44908 2.14509 1.72632  -0.42
C -0.19797 0.96151 1.42671  0.35
N -0.92993 0.42189 2.40104  -0.78
C 0.18503 0.64066 0.15748  0.06
H -0.12275 -2.48488 -1.03382  0.25
H 1.47211 -1.73104 -0.93215  0.28
H 0.10117 -1.70055 0.50600  0.24
H -1.54325 -1.03126 -1.97786  0.40
H -1.50188 0.62893 -1.76918  0.39
H 2.42651 1.52218 -2.04084  0.26
H 1.82519 3.39154 0.81189  0.25
H -1.80243 -0.19719 2.21993  0.42
H -0.94049 0.89476 3.26398  0.42

Properties
2S+1 ... 1
Charge ... +1
SMILES string ... C[N@+]1(N)N=Cn2cnc(N)c21
E_LUMO ... -3.922 eV

2.
Density functional theory data (ωB97M-V with the def2-TZVPD basis set) for a structure of composition C35H37ClHgP2.

Last column: Mulliken charge in e.
CARTESIAN COORDINATES (ANGSTROEM)
Hg 1.62096 0.57271 -2.84335  0.57
C 0.82086 2.65670 -2.54439  -1.12
C -0.26471 2.07592 -1.88532  0.51
C -1.42672 1.29744 -2.35369  -0.28
C -1.37922 0.63729 -3.75745  -1.16
C -0.01242 0.14997 -4.18840  -0.54
C 0.87331 1.03003 -4.86079  -0.44
C 0.53114 2.49191 -5.08693  -1.01
C 0.73312 3.39968 -3.85654  -0.71
C 1.32289 -2.58845 2.47193  -1.51
H 1.58935 3.07121 -1.87327  0.38
H -0.41144 2.41475 -0.84640  0.03
H -2.35738 1.89411 -2.28195  0.38
H -1.56407 0.49616 -1.60633  0.14
H -2.05058 -0.23827 -3.70769  0.41
H -1.83783 1.32274 -4.49693  0.42
H 0.05112 -0.92236 -4.41366  0.58
H 1.51351 0.59889 -5.63560  0.44
H -0.50309 2.64799 -5.44149  0.29
H 1.18726 2.87781 -5.88134  0.45
H 1.67045 3.96821 -3.98360  0.33
H -0.07032 4.15898 -3.81251  0.30
H 2.35250 -2.28285 2.25260  0.49
H 1.32827 -3.59994 2.90364  0.39
H 0.89086 -1.90459 3.21270  0.46
P -0.86050 1.80861 1.32400  0.46
P 0.32165 -2.52330 0.98589  1.79
C -0.43345 0.06959 1.65490  -0.50
C -0.33939 -0.89081 0.69498  1.26
C -1.80059 2.34987 2.75700  0.34
C -3.05999 2.96001 2.56835  -0.19
C -3.82703 3.29555 3.68299  -0.52
C -3.34182 3.03234 4.97211  -0.38
C -2.06627 2.48421 5.14920  -0.69
C -1.28827 2.14772 4.04356  -0.55
C 0.74315 2.69032 1.50066  0.45
C 1.94207 2.02960 1.18770  -0.22
C 3.14379 2.73003 1.12106  -0.48
C 3.18074 4.08845 1.42632  -0.46
C 2.00982 4.75275 1.78129  -0.53
C 0.78943 4.07675 1.75920  -0.64
C -1.01217 -3.74706 1.23127  0.32
C -2.06002 -3.45130 2.11945  -0.50
C -2.94977 -4.45410 2.50794  -0.64
C -2.83337 -5.74213 1.97335  -0.44
C -1.83116 -6.02207 1.03890  -0.68
C -0.92935 -5.02527 0.65631  -0.32
C 1.23862 -3.07454 -0.47325  0.17
C 2.62243 -3.29213 -0.39713  -0.57
C 3.34241 -3.68420 -1.52544  -0.60
C 2.69431 -3.89354 -2.74360  -0.50
C 1.31315 -3.69318 -2.82951  -0.78
C 0.59101 -3.27072 -1.70780  0.02
H -0.22877 -0.14643 2.71275  -0.01
H -0.63346 -0.68959 -0.34230  -0.91
H -3.39932 3.17331 1.55531  0.38
H -4.80397 3.76389 3.54518  0.38
H -3.95673 3.26736 5.83962  0.37
H -1.66944 2.32460 6.15299  0.37
H -0.27896 1.75223 4.16856  0.33
H 1.92515 0.96731 0.95372  0.07
H 4.05235 2.21082 0.81193  0.38
H 4.12338 4.63843 1.38575  0.37
H 2.02633 5.80482 2.08614  0.37
H -0.13764 4.61932 1.95493  0.40
H -2.16281 -2.44249 2.52312  0.35
H -3.73036 -4.24302 3.23747  0.39
H -3.52582 -6.53209 2.27269  0.38
H -1.73293 -7.01676 0.60997  0.39
H -0.15225 -5.24505 -0.07494  0.37
H 3.14421 -3.12783 0.54836  0.16
H 4.42230 -3.81221 -1.44981  0.39
H 3.26986 -4.19284 -3.62317  0.38
H 0.79897 -3.87212 -3.77665  0.39
H -0.48542 -3.10984 -1.79319  0.43
Cl 3.22808 -0.06934 -1.24136  -0.59

Properties
2S+1 ... 1
E_LUMO (spin up / spin down) ... -0.548 / -0.561 eV

3.
Density functional theory data (ωB97M-V with the def2-TZVPD basis set) for a structure of composition C2O4S.

Last column: natural (NBO) charge in e.
CARTESIAN COORDINATES (ANGSTROEM)
C 0.34768 0.50331 -0.28989  0.14
C -0.45845 0.49159 0.92320  0.60
O 2.06272 1.33103 -0.91016  -0.37
O -0.57197 1.14548 1.89719  -0.43
O -1.18430 -0.60237 0.54345  -0.61
O 0.33785 -1.99437 -1.08212  -0.82
S -0.53353 -0.87468 -1.08166  1.48

Properties
2S+1 ... 1
E_LUMO (spin up / spin down) ... -4.299 / -4.299 eV

4.
Density functional theory data (ωB97M-V with the def2-TZVPD basis set) for a cluster of 18 separate species, C18H72O18 in total.

Last column: Mulliken charge in e.
CARTESIAN COORDINATES (ANGSTROEM)
C -7.70055 -9.26946 20.39296  -1.01
C -9.16595 -8.84340 20.20330  -0.24
O -9.66197 -9.05166 18.89207  -0.34
H -6.98671 -8.59539 19.91627  0.24
H -7.52817 -10.24736 19.96229  0.18
H -7.37878 -9.28188 21.40547  0.47
H -9.34993 -7.75412 20.37659  0.25
H -9.74400 -9.38235 20.99380  0.28
H -9.83023 -10.01372 18.72332  0.28
C -1.11117 -14.57392 13.37892  -1.29
C -1.25768 -13.23773 14.14800  -0.15
O -2.56549 -12.97395 14.60014  -0.31
H -1.39501 -15.51116 13.88203  0.27
H -0.07581 -14.69756 13.16907  0.45
H -1.60340 -14.56752 12.41631  0.31
H -0.89070 -12.36121 13.50712  0.25
H -0.56396 -13.36820 14.98565  0.30
H -2.46619 -12.43146 15.41150  0.15
C -11.35472 -13.85458 12.19873  -1.03
C -10.23063 -12.97205 11.75173  0.13
O -9.49062 -12.53939 12.91113  -0.46
H -10.80754 -14.69961 12.58532  0.13
H -11.98939 -14.22662 11.38235  0.34
H -11.96779 -13.48060 13.02315  0.31
H -10.45397 -12.11063 11.16842  0.36
H -9.58905 -13.57401 11.04395  -0.21
H -8.61254 -12.96370 12.90363  0.15
C -4.54765 -11.35836 12.87304  -0.39
C -4.33876 -10.14948 11.99239  -0.64
O -4.66278 -9.06364 12.82141  -0.55
H -5.49053 -11.42393 13.35894  0.34
H -3.83899 -11.40271 13.70804  0.04
H -4.44029 -12.24492 12.24284  0.22
H -5.10377 -10.15087 11.17171  0.31
H -3.28954 -10.16787 11.72751  0.34
H -4.39862 -8.26898 12.34401  0.28
C -11.38273 -6.36054 16.48182  -1.36
C -10.65342 -7.60201 15.94375  0.55
O -11.47921 -8.37239 15.06579  -0.58
H -10.76549 -6.10874 17.35728  0.33
H -12.37779 -6.63953 16.80689  0.35
H -11.37685 -5.52337 15.81541  0.43
H -10.31520 -8.23032 16.74246  -0.13
H -9.74691 -7.22941 15.37587  0.15
H -11.94830 -7.73602 14.50610  0.27
C -4.61659 -15.34819 16.77562  -1.15
C -4.82555 -15.44458 15.33562  -0.40
O -5.03541 -14.16749 14.63864  0.10
H -4.77658 -16.37471 17.16493  0.37
H -5.43439 -14.74600 17.20330  0.15
H -3.67825 -15.05160 17.10773  0.33
H -5.69656 -16.08455 15.21422  0.31
H -4.04698 -15.84263 14.69368  0.38
H -4.17178 -13.84374 14.39140  -0.10
C -10.29184 -15.24543 16.55075  -1.26
C -8.99390 -14.36281 16.39891  0.27
O -8.76090 -13.55399 17.58463  -0.67
H -11.13403 -14.60825 16.82235  0.26
H -10.08378 -15.99155 17.27827  0.39
H -10.41958 -15.82657 15.64188  0.35
H -8.93485 -13.68196 15.53192  0.17
H -8.16059 -15.03760 16.31490  0.06
H -7.84738 -13.19451 17.55789  0.31
C -9.44606 -17.99795 11.25146  -1.14
C -8.70383 -16.87185 10.69584  0.23
O -7.50068 -16.96317 9.90435  -0.58
H -9.78929 -18.71119 10.52762  0.39
H -10.33941 -17.52428 11.63591  0.33
H -8.86749 -18.51593 12.06394  0.29
H -8.40489 -16.24786 11.50569  0.00
H -9.38800 -16.26862 10.02775  0.19
H -7.57689 -17.49132 9.10608  0.26
C -5.24270 -13.28071 8.00573  -1.20
C -6.15794 -13.33030 9.26791  0.28
O -5.99795 -14.50603 10.13153  -0.57
H -5.70134 -13.98640 7.31719  0.31
H -4.33308 -13.74640 8.37434  0.29
H -5.25353 -12.23199 7.66935  0.36
H -7.21553 -13.26289 8.99139  0.30
H -5.89062 -12.48013 9.95149  -0.10
H -6.64877 -15.24346 9.98470  0.23
O -9.62404 -10.32033 14.61348  -0.48
H -10.39356 -9.76654 14.57178  0.41
H -9.70177 -10.98987 13.92137  0.32
O -12.80457 -12.49820 17.32428  -0.64
H -11.95940 -12.04809 17.38595  0.43
H -13.47125 -11.83210 17.61052  0.28
O -7.35255 -9.75983 16.11859  -0.55
H -7.74044 -9.74713 17.02367  0.21
H -8.16390 -9.82779 15.54603  0.20
O -10.21137 -11.32991 17.66952  -0.79
H -9.70037 -12.10724 17.91817  0.46
H -10.00339 -11.09795 16.76200  0.22
O -4.89017 -11.33492 19.48019  -0.66
H -4.10493 -11.84566 19.69347  0.29
H -5.38118 -11.92232 18.86840  0.27
O -2.94194 -10.85258 16.57751  -0.70
H -3.55946 -10.29138 16.04863  0.40
H -3.19746 -10.68166 17.50513  0.28
O -4.59273 -8.97012 15.64898  -0.79
H -4.60703 -9.17562 14.64976  0.38
H -5.53384 -9.23349 15.82318  0.45
O -6.89006 -13.95705 12.49575  -0.33
H -6.05402 -13.81435 12.90898  0.04
H -6.75740 -13.98854 11.58652  0.48
O -6.12111 -12.42768 16.78158  0.37
H -6.51110 -11.54488 16.55996  0.11
H -5.68193 -12.84181 16.00738  -0.13

Properties
2S+1 ... 1
E_LUMO ... 0.383 eV

5.
Density functional theory data (ωB97M-V with the def2-TZVPD basis set) for a structure of composition C13H19IN5OSYb.

Last column: Löwdin spin population.
CARTESIAN COORDINATES (ANGSTROEM)
C -1.86905 -0.50748 -2.37046  0.05
I 0.63521 1.92737 -1.66645  0.10
H -2.89306 -1.03688 -2.16524  0.02
H -1.43837 -0.97621 -3.31181  0.00
H -2.07558 0.59119 -2.40182  0.01
C 0.16657 3.57947 2.26817  0.00
C -1.01650 3.88056 1.71382  0.00
N -1.14939 3.24499 0.46945  -0.02
C -0.05082 2.42494 0.33828  -0.03
N 0.75812 2.61292 1.45389  -0.02
H 0.70842 4.01305 3.12665  0.00
H -1.75612 4.54683 2.11858  0.00
C 1.94937 -3.52278 -0.99980  0.00
C 0.18201 -2.05008 -0.98744  0.05
N 1.58736 -2.19748 -0.87558  0.01
H 0.66175 -5.23970 -1.40542  0.00
N -0.22332 -3.30052 -1.08086  0.01
H 2.98578 -3.81663 -1.11460  0.00
Yb 0.62169 -0.46591 0.81798  0.04
C -1.05464 -1.00660 -1.06570  0.44
O -1.46084 -0.50441 -0.00092  0.28
C 0.81388 -4.21372 -1.13578  0.01
C -1.60868 -3.74940 -1.06995  0.02
H -1.56800 -4.85380 -1.07283  0.00
H -2.09236 -3.42338 -2.00510  0.01
H -2.16495 -3.42962 -0.15783  0.00
C 2.62451 -1.22385 -0.54410  0.01
H 3.58569 -1.58214 -0.91460  0.00
H 2.90044 -1.11012 0.54346  0.00
H 2.53020 -0.22776 -1.02889  0.00
C 2.17366 2.21040 1.66742  0.00
H 2.86179 3.10146 1.62003  0.00
H 2.54853 1.40456 0.97971  0.00
H 2.30192 1.82686 2.70453  0.00
C -2.44133 3.29039 -0.33675  0.00
H -2.17167 3.21361 -1.43332  0.00
H -2.97344 4.23620 -0.09708  0.00
H -3.02326 2.42898 0.05677  0.00
S -0.00378 0.15882 5.90604  0.00
C 0.20662 -0.01903 4.29781  0.00
N 0.23148 -0.23529 3.13774  0.00

Properties
2S+1 ... 2
Charge ... -2
E_LUMO (spin up / spin down) ... 4.788 / 4.623 eV

Computed max |F| (eV/A) in order:
4.88; 2.81; 9.38; 3.58; 5.83